{
  "formula": "C27H58BClO14",
  "method": "ωB97M-V with the def2-TZVPD basis set",
  "gap_ev": 8.50,
  "fmax_ev_per_a": 2.9,
  "spin_multiplicity": 1,
  "species": ["C", "C", "C", "C", "O", "C", "C", "C", "C", "Cl", "C", "C", "C", "C", "C", "C", "O", "C", "C", "B", "O", "O", "C", "C", "O", "H", "H", "H", "H", "H", "H", "H", "H", "H", "H", "H", "H", "H", "H", "H", "H", "H", "H", "H", "H", "H", "H", "C", "O", "H", "H", "H", "H", "C", "O", "H", "H", "H", "H", "C", "O", "H", "H", "H", "H", "C", "O", "H", "H", "H", "H", "C", "O", "H", "H", "H", "H", "C", "O", "H", "H", "H", "H", "C", "O", "H", "H", "H", "H", "C", "O", "H", "H", "H", "H", "C", "O", "H", "H", "H", "H"],
  "coordinates": [[1.23158, -1.74362, 1.02531], [1.84227, -2.37736, -0.28044], [1.39769, -1.67560, -1.62283], [-0.10374, -1.18207, -1.63745], [-0.25660, -0.33377, -2.83486], [-0.34096, 0.97199, -2.37841], [0.85764, 1.79560, -2.13595], [0.79324, 3.18131, -1.63628], [1.98285, 4.14742, -1.29706], [1.79323, 4.54011, 0.50805], [3.43277, 3.59638, -1.59828], [4.37203, 3.49690, -0.31161], [-0.55526, 3.72221, -1.38055], [-1.75486, 2.95305, -1.59294], [-1.64900, 1.57776, -2.09251], [-2.98378, 0.76624, -2.27011], [-3.11892, -0.07020, -3.12179], [-4.09050, 1.12541, -1.20334], [-4.99766, -0.02628, -0.69083], [-4.37640, -0.48295, 0.71588], [-3.37802, -1.47561, 0.82924], [-4.77188, 0.14240, 1.93623], [-4.17820, 2.40828, -0.75731], [-3.19039, 3.49050, -1.28744], [-3.52012, 4.64023, -1.42276], [0.20776, -2.12997, 1.28046], [1.91227, -1.97241, 1.88220], [1.15270, -0.62362, 0.92084], [1.59467, -3.47626, -0.31777], [2.96240, -2.30016, -0.21936], [2.10290, -0.81088, -1.78238], [1.49554, -2.42395, -2.45564], [-0.75074, -2.08968, -1.78478], [-0.38597, -0.58418, -0.74038], [1.83115, 1.29707, -2.32729], [1.85245, 5.12915, -1.82486], [3.45726, 2.64752, -2.18347], [3.93761, 4.37078, -2.24591], [5.35118, 3.09892, -0.70455], [3.99155, 2.77625, 0.44874], [4.55012, 4.52688, 0.08060], [-0.67427, 4.76205, -1.00474], [-6.09050, 0.19857, -0.68264], [-4.85703, -0.88546, -1.41151], [-2.70800, -1.05468, 1.40141], [-4.22210, 0.96507, 1.92010], [-4.96620, 2.65452, -0.00998], [3.64450, 4.09398, 3.97299], [2.41710, 4.73490, 3.64076], [3.90054, 4.34407, 5.00140], [3.53658, 3.01017, 3.88171], [4.43825, 4.44467, 3.30873], [2.21158, 4.49876, 2.72661], [2.53377, 0.56136, 4.93940], [2.63689, 0.25951, 3.55139], [3.48189, 0.32281, 5.41848], [2.31845, 1.62411, 5.07597], [1.74021, -0.03756, 5.39282], [1.78914, 0.47709, 3.14888], [-1.99749, 2.31611, 3.55287], [-2.58506, 2.18046, 2.25887], [-2.78059, 2.53581, 4.27569], [-1.49932, 1.38486, 3.83261], [-1.27563, 3.13400, 3.54180], [-1.86636, 1.98863, 1.64498], [2.46112, -5.01210, -4.46882], [3.37041, -4.49287, -3.50511], [1.83688, -5.75597, -3.97680], [1.83101, -4.20680, -4.85610], [3.00657, -5.48418, -5.28991], [3.91666, -3.83651, -3.95094], [0.08800, 5.23273, 5.73885], [0.57938, 3.98499, 5.26653], [-0.55238, 5.05103, 6.60066], [0.92213, 5.87202, 6.03778], [-0.49347, 5.72519, 4.95500], [1.14456, 4.17248, 4.50344], [-2.35759, -4.59693, 0.99317], [-1.46412, -3.82938, 0.19526], [-1.92682, -4.71812, 1.98658], [-3.31350, -4.07769, 1.07411], [-2.50506, -5.58069, 0.54031], [-1.86825, -3.73657, -0.67448], [-5.98318, -6.29661, 0.38243], [-5.09202, -5.53060, -0.42025], [-5.54659, -6.41276, 1.37302], [-6.94247, -5.78066, 0.46963], [-6.13204, -7.28300, -0.06374], [-5.49686, -5.44018, -1.28992], [4.48887, 2.43352, -5.56680], [3.68442, 1.62402, -4.71665], [5.41633, 2.66954, -5.04767], [4.71886, 1.89212, -6.48763], [3.96246, 3.36145, -5.80468], [2.87358, 1.43315, -5.20164], [-0.20797, -6.70122, -1.61854], [-1.44355, -7.32181, -1.95541], [0.59737, -7.22240, -2.13418], [-0.21909, -5.65291, -1.92817], [-0.04018, -6.77137, -0.54108], [-2.13967, -6.84856, -1.48526]],
  "forces_ev_per_a": [[0.16, 0.03, -0.05], [-0.21, -0.14, 0.08], [-0.27, -0.17, 0.65], [1.23, -1.08, -0.62], [-0.02, 1.20, 1.60], [-0.69, 2.78, 0.37], [-0.94, 0.77, 0.43], [-2.50, -1.11, -0.27], [-0.04, -1.18, -0.66], [-0.20, 0.18, -0.83], [0.78, 0.88, 0.62], [0.28, -0.39, -1.47], [0.04, -1.09, -0.64], [1.43, -1.15, -0.45], [0.65, 0.32, 0.15], [0.73, 0.96, 1.10], [-0.27, 0.18, 0.45], [0.08, 0.23, -0.06], [0.59, -0.90, -1.19], [-0.27, -0.35, 1.36], [-0.38, 1.76, -0.76], [1.23, 0.39, -1.73], [0.69, -0.68, -0.53], [0.04, -1.20, 0.48], [0.37, -0.25, 0.13], [0.93, 0.23, -0.46], [-0.63, 0.31, -0.59], [0.23, -0.94, 0.15], [0.18, 1.10, 0.08], [-1.04, -0.14, -0.08], [-0.88, -0.78, -0.08], [0.15, 0.92, 0.61], [0.34, 1.12, 0.30], [0.11, -0.73, -0.61], [-0.77, 0.57, 0.09], [-0.13, -0.98, 0.70], [-0.35, 0.70, 0.57], [-0.60, -0.83, 0.47], [-0.85, 0.40, 0.56], [0.25, 0.76, -0.48], [-0.21, -1.02, -0.01], [0.17, -0.88, -0.31], [0.97, 0.21, 0.20], [-0.17, 0.87, 0.59], [-0.35, -0.87, 0.20], [-0.55, -0.17, 0.66], [0.72, 0.23, -0.78], [0.13, -0.17, -0.14], [0.17, 0.16, -0.50], [-0.13, 0.04, -0.06], [0.19, 0.03, 0.02], [0.04, -0.07, 0.09], [0.14, 0.14, 0.10], [-0.25, 0.09, -0.16], [0.09, 0.05, -0.08], [-0.01, -0.03, -0.12], [-0.06, -0.06, 0.26], [0.05, 0.07, 0.18], [0.12, -0.09, -0.02], [0.26, 0.03, -0.08], [-0.20, -0.22, -0.33], [-0.03, -0.03, -0.13], [0.02, 0.07, 0.19], [0.01, -0.05, 0.24], [-0.14, 0.14, -0.06], [0.21, 0.24, 0.03], [0.03, 0.02, 0.03], [0.05, 0.05, 0.00], [-0.13, -0.15, -0.11], [-0.16, -0.06, -0.07], [-0.03, -0.07, 0.14], [0.27, -0.40, -0.30], [-0.79, -0.32, 0.56], [0.02, -0.02, -0.02], [-0.10, 0.18, 0.04], [-0.07, 0.20, 0.12], [0.24, 0.16, 0.16], [-0.11, 0.11, -0.21], [0.30, -0.04, -0.06], [0.12, 0.06, -0.10], [-0.05, -0.19, 0.09], [-0.15, -0.07, 0.20], [-0.03, 0.10, 0.16], [-0.07, 0.05, -0.29], [0.08, 0.02, -0.12], [0.05, 0.06, -0.08], [-0.05, -0.13, 0.14], [-0.10, -0.06, 0.17], [0.10, 0.03, 0.09], [-0.25, -0.09, -0.05], [-0.06, -0.02, 0.07], [-0.08, -0.06, 0.04], [0.13, 0.15, -0.05], [0.17, 0.07, -0.10], [0.05, -0.06, 0.18], [-0.29, 0.03, 0.13], [-0.05, -0.02, -0.06], [-0.12, -0.04, -0.04], [0.22, 0.03, 0.10], [0.19, 0.16, -0.02], [0.03, -0.12, -0.07]],
  "mulliken_charge": [-0.69, -0.40, -0.03, 0.10, -0.53, -0.39, -0.26, 0.32, 0.30, -0.36, -0.26, -1.25, -0.68, 0.32, 1.17, -0.13, -0.52, 0.20, -0.89, 0.47, -0.16, -0.71, 0.00, -0.08, -0.54, 0.03, 0.42, 0.05, 0.14, 0.45, -0.07, 0.01, -0.11, 0.30, -0.09, 0.44, 0.10, 0.30, 0.43, 0.29, 0.32, 0.39, 0.35, 0.26, 0.19, 0.29, 0.42, -0.56, -0.41, 0.28, 0.18, 0.31, 0.20, -0.44, -0.43, 0.26, 0.08, 0.28, 0.22, -0.74, -0.36, 0.30, 0.26, 0.32, 0.17, -0.40, -0.49, 0.06, 0.24, 0.31, 0.29, -0.69, -0.48, 0.25, 0.26, 0.26, 0.51, -0.59, -0.10, 0.33, 0.16, 0.08, 0.15, -0.59, -0.40, 0.22, 0.27, 0.28, 0.25, -0.66, -0.40, 0.23, 0.30, 0.27, 0.27, -0.37, -0.55, 0.32, 0.05, 0.27, 0.28]
}